# C5H8O2

C5H8O2 in the gas phase in a non-equilibrium geometry (ωB97M-V/def2-TZVPD, OMol25).

Geometry as XYZ:
```
15
Properties=species:S:1:pos:R:3:mulliken_charge:R:1
C 1.774 -0.377 -0.442 -0.224
O 0.836 -1.614 -0.977 -0.556
H 0.288 0.204 -1.910 0.418
C -1.367 -0.863 0.684 -1.001
H -0.032 2.046 0.543 0.295
H 2.622 0.045 -0.976 0.444
C -0.710 0.081 0.023 0.744
C -0.936 1.555 0.178 -1.253
O 2.066 -0.690 0.814 -0.486
C 0.382 -0.298 -0.941 -0.076
H -1.149 -1.906 0.503 0.341
H -1.749 1.753 0.874 0.354
H 1.336 -1.319 1.056 0.385
H -2.178 -0.625 1.353 0.303
H -1.184 2.009 -0.783 0.310
```

Output
SMILES   C=C(C)[C@@H]1O[C@@H]1O
Energy relative to the best compared isomer or geometry (same formula, charge and spin)   57.5 kcal per mole
Frontier orbital gap   10.4 eV

=====

# C5H8O2

C5H8O2 in the gas phase in a non-equilibrium geometry (ωB97M-V/def2-TZVPD, OMol25).

Geometry as XYZ:
```
15
Properties=species:S:1:pos:R:3:mulliken_charge:R:1
H -1.209 0.664 1.285 0.297
H -1.410 0.462 -1.329 0.234
C 0.610 0.983 0.347 0.383
H 0.183 0.062 2.219 0.350
O 1.870 0.464 0.152 -0.490
H -1.155 -1.931 1.283 0.351
C -0.441 -1.343 0.714 -0.631
O 0.238 2.029 -0.065 -0.487
C -1.312 -0.590 -1.598 -0.661
C -0.724 -1.447 -0.762 -0.226
H 1.782 -0.338 -0.350 0.332
H -1.321 -0.685 -2.674 0.283
H -0.459 -2.420 -1.179 0.306
C -0.272 0.107 1.231 -0.366
H 0.573 -1.751 0.807 0.325
```

Output
SMILES   C=CCCC(=O)O
Energy relative to the best compared isomer or geometry (same formula, charge and spin)   24.4 kcal per mole
Frontier orbital gap   10.9 eV

=====

# C5H8O2

C5H8O2 in the gas phase in a non-equilibrium geometry (ωB97M-V/def2-TZVPD, OMol25).

Geometry as XYZ:
```
15
Properties=species:S:1:pos:R:3:mulliken_charge:R:1
H 1.903 0.095 -1.826 0.345
H -2.498 -0.317 0.659 0.310
H 1.772 1.201 1.648 0.403
H -2.431 -0.027 -1.092 0.341
O -0.267 0.739 1.430 -0.374
C 1.126 -1.015 0.224 -1.395
H 1.302 -1.740 -0.579 0.339
C -0.716 0.709 0.015 0.300
O 1.424 0.808 -1.389 -0.544
H -0.907 1.729 -0.331 0.421
C 0.711 0.319 -0.312 0.735
C -1.834 -0.278 -0.211 -1.304
H -1.398 -1.274 -0.335 0.344
C 1.063 0.635 1.054 -0.269
H 0.751 -1.584 1.046 0.347
```

Output
SMILES   C[C@H]1O[C@H]2C[C@]21O
Energy relative to the best compared isomer or geometry (same formula, charge and spin)   117.3 kcal per mole
Frontier orbital gap   8.9 eV

=====

# C5H8O2

C5H8O2 in the gas phase (ωB97M-V/def2-TZVPD, OMol25).

Geometry as XYZ:
```
15
Properties=species:S:1:pos:R:3:mulliken_charge:R:1
H -0.513 -1.127 1.264 0.285
H -0.702 -1.552 -2.025 0.282
C 1.348 0.158 -0.248 -0.693
H -2.550 -0.185 2.322 0.269
H 1.804 -0.644 0.345 0.315
C -1.822 0.443 1.816 -0.665
C -0.725 -0.062 1.258 -0.329
H 1.658 -0.867 -2.122 0.270
O -0.149 -1.412 -1.249 -0.484
C 0.823 -0.428 -1.556 -0.387
O 0.111 2.040 0.536 -0.564
C 0.232 0.829 0.536 0.746
H 0.393 0.382 -2.163 0.361
H -2.015 1.511 1.760 0.268
H 2.107 0.913 -0.472 0.326
```

Output
SMILES   C=CC(=O)CCO
Energy relative to the best compared isomer or geometry (same formula, charge and spin)   27.6 kcal per mole
Frontier orbital gap   10.1 eV

=====

# C5H8O2

C5H8O2 in the gas phase (ωB97M-V/def2-TZVPD, OMol25).

Geometry as XYZ:
```
15
Properties=species:S:1:pos:R:3:mulliken_charge:R:1
H 0.611 -1.225 -2.209 0.348
O -0.076 -0.659 -2.589 -0.519
C -0.309 0.338 -1.626 -0.619
O 0.433 -1.094 0.117 -0.442
C -0.792 0.750 0.800 -0.464
H -1.571 -0.922 -0.399 0.306
C -0.683 -0.286 -0.279 0.258
C 0.985 -0.575 1.322 -0.384
H 0.688 -1.220 2.165 0.209
H 0.588 0.958 -1.453 0.293
H 2.071 -0.555 1.250 0.293
H 0.530 1.431 2.360 0.394
H -1.098 0.992 -2.014 0.344
H -1.674 1.332 0.999 0.403
C 0.296 0.736 1.557 -0.422
```

Output
SMILES   OC[C@@H]1C=CCO1
Energy relative to the best compared isomer or geometry (same formula, charge and spin)   36.4 kcal per mole
Frontier orbital gap   10.2 eV

=====

# C5H8O2

C5H8O2 in the gas phase (ωB97M-V/def2-TZVPD, OMol25).

Geometry as XYZ:
```
15
Properties=species:S:1:pos:R:3:mulliken_charge:R:1
H -1.136 1.831 0.740 0.301
H -1.593 0.444 -1.618 0.287
O 2.021 0.188 -0.611 -0.453
C -0.848 -1.261 -0.585 0.113
H 0.076 0.086 2.077 0.316
H 0.110 -1.353 -1.135 0.359
C -1.449 0.128 -0.577 -0.577
H 2.203 -0.756 1.246 0.315
C 1.580 -0.091 0.654 -0.197
H 2.852 -0.267 -0.776 0.331
H 0.066 1.710 -0.540 0.315
O -1.345 -2.217 -0.035 -0.526
C -0.522 1.125 0.172 -0.511
C 0.414 0.379 1.087 -0.382
H -2.428 0.055 -0.098 0.309
```

Output
SMILES   O=CCC/C=C\O
Energy relative to the best compared isomer or geometry (same formula, charge and spin)   32.4 kcal per mole
Frontier orbital gap   9.7 eV

=====

# C5H8O2

C5H8O2 in the gas phase in a non-equilibrium geometry (ωB97M-V/def2-TZVPD, OMol25).

Geometry as XYZ:
```
15
Properties=species:S:1:pos:R:3:mulliken_charge:R:1
C -1.202 -0.289 0.607 0.122
H -1.445 -1.198 1.165 0.387
H 0.846 -0.483 1.378 0.220
H 2.896 0.720 -1.014 0.258
H -2.001 1.483 0.579 0.338
C 2.073 -0.007 -1.206 -0.357
H -1.220 -1.560 -1.272 0.278
H -1.497 0.167 -1.512 0.221
H 2.490 -0.942 -1.556 0.214
O -2.215 0.622 0.962 -0.567
O 1.013 0.705 -1.784 -0.444
C 0.563 -0.059 -0.713 0.494
C 0.252 0.208 0.762 -0.814
H 0.403 1.223 1.123 0.371
C -0.940 -0.572 -0.899 -0.721
```

Output
SMILES   O[C@H]1C[C@]2(CO2)C1
Energy relative to the best compared isomer or geometry (same formula, charge and spin)   90.8 kcal per mole
Frontier orbital gap   10.4 eV

=====

# C5H8O2

C5H8O2 in the gas phase (ωB97M-V/def2-TZVPD, OMol25).

Geometry as XYZ:
```
15
Properties=species:S:1:pos:R:3:mulliken_charge:R:1
C -0.820 0.031 0.219 -0.603
H 0.183 0.004 -2.376 0.310
H -1.114 -0.824 -0.398 0.319
O -0.710 -2.667 1.367 -0.456
C 0.678 0.704 -1.698 -1.134
H -1.720 0.323 0.779 0.364
H 0.743 -2.034 2.654 0.360
H 1.537 0.191 -1.251 0.313
H -1.131 1.716 -1.088 0.331
C 0.193 -0.438 1.232 0.587
O 1.126 0.220 1.639 -0.517
H 1.066 1.537 -2.291 0.325
C 0.054 -1.844 1.806 -0.096
C -0.293 1.184 -0.626 -0.371
H 0.209 1.898 0.033 0.267
```

Output
SMILES   CCCC(=O)C=O
Energy relative to the best compared isomer or geometry (same formula, charge and spin)   18.1 kcal per mole
Frontier orbital gap   9.4 eV

=====

# C5H8O2

A molecular structure, C5H8O2 (ωB97M-V/def2-TZVPD, OMol25).

Geometry as XYZ:
```
15
Properties=species:S:1:pos:R:3:mulliken_charge:R:1
H -0.111 -2.195 0.595 0.316
H -1.570 -1.978 -1.315 0.360
O -0.647 1.771 -0.860 -0.706
H -0.058 -1.721 -2.204 0.291
H 1.960 0.228 0.993 0.271
C -0.206 -0.568 -0.403 0.410
C -0.277 0.784 -0.253 0.555
H -0.404 2.121 1.645 0.314
O 0.424 -1.395 0.508 -0.532
H 1.737 1.977 0.393 0.270
H -0.185 0.363 2.210 0.232
C -0.825 -1.219 -1.600 -1.217
C 0.139 1.184 1.579 -0.414
C 1.345 1.119 0.930 -0.453
H -1.322 -0.469 -2.219 0.304
```

Output
Energy relative to the best compared isomer or geometry (same formula, charge and spin)   76.5 kcal per mole
Frontier orbital gap   8.1 eV

=====

# C5H8O2

C5H8O2 in the gas phase (ωB97M-V/def2-TZVPD, OMol25).

Geometry as XYZ:
```
15
Properties=species:S:1:pos:R:3:mulliken_charge:R:1
C 0.693 -0.925 0.134 0.946
H -1.467 1.202 0.103 0.302
C 0.657 0.763 -0.095 -0.572
H 0.244 -2.180 -1.589 0.297
H 1.461 0.852 -0.827 0.352
C -0.605 1.488 -0.508 -1.045
H -0.451 2.565 -0.373 0.351
O 1.861 -1.288 0.452 -0.732
O -1.455 -0.618 1.529 -0.431
H 0.418 -0.950 2.306 0.413
C -0.124 -1.423 -0.899 -0.799
C -0.284 -0.818 1.461 -0.098
H -0.851 1.311 -1.559 0.304
H 1.053 1.104 0.867 0.366
H -1.150 -1.084 -1.002 0.344
```

Output
Energy relative to the best compared isomer or geometry (same formula, charge and spin)   104.8 kcal per mole
Frontier orbital gap (alpha / beta)   7.0 / 8.2 eV

=====

# C5H8O2

C5H8O2 in the gas phase in a non-equilibrium geometry (ωB97M-V/def2-TZVPD, OMol25).

Geometry as XYZ:
```
15
Properties=species:S:1:pos:R:3:mulliken_charge:R:1
C -0.574 0.942 -0.061 -0.164
H 1.949 -1.528 -0.057 0.338
H 2.569 1.198 0.172 0.310
H 1.763 -0.327 -1.337 0.348
H -0.448 1.696 0.730 0.272
H -0.305 1.435 -1.007 0.295
H -2.884 1.086 -0.255 0.339
C -2.020 0.459 -0.081 -0.694
C -2.251 -0.812 0.188 0.561
C 0.266 -0.318 0.198 -0.499
H 0.175 -0.575 1.260 0.330
C 1.704 -0.477 -0.246 -0.830
O -2.391 -1.950 0.426 -0.407
H -0.220 -1.110 -0.378 0.313
O 2.666 0.281 0.449 -0.512
```

Output
SMILES   O=C=CCCCO
Energy relative to the best compared isomer or geometry (same formula, charge and spin)   39.3 kcal per mole
Frontier orbital gap   9.7 eV

=====

# C5H8O2

C5H8O2 in the gas phase in a non-equilibrium geometry (ωB97M-V/def2-TZVPD, OMol25).

Geometry as XYZ:
```
15
Properties=species:S:1:pos:R:3:mulliken_charge:R:1
H -0.368 1.882 -1.458 0.341
C -0.333 -1.156 -0.262 -0.572
C 1.501 0.616 0.123 0.052
H -0.272 2.127 0.294 0.314
H 0.132 -1.416 -1.214 0.278
H -1.014 -1.953 0.052 0.413
H 1.553 -1.492 0.820 0.357
C -0.308 1.393 -0.496 -1.087
O 2.250 0.439 -0.826 -0.639
H -2.676 -0.663 -0.116 0.384
H 1.794 1.202 1.013 0.344
C -0.979 0.188 -0.351 0.698
O -2.302 0.229 -0.116 -0.375
H 0.303 -0.601 1.762 0.345
C 0.721 -0.794 0.775 -0.850
```

Output
SMILES   C=C(O)CCC=O
Energy relative to the best compared isomer or geometry (same formula, charge and spin)   109.9 kcal per mole
Frontier orbital gap   6.6 eV